Molecular formula: C7H9N3O
Method: DFT, the ωB97M-V functional and the def2-TZVPD basis

The geometry in XYZ format:
```
20
Properties=species:S:1:pos:R:3:lowdin_charge:R:1
C 0.66 0.77 -1.94 -0.01
C 0.36 -0.44 -1.05 -0.35
C -0.08 -1.69 -1.78 -0.01
N 0.52 -0.43 0.22 0.13
C -0.49 0.04 1.13 -0.54
O -0.96 -1.03 1.96 0.01
C -1.67 0.63 0.43 -0.13
N -2.51 1.27 -0.03 0.19
C 0.13 1.07 2.13 -0.07
C 1.55 0.72 2.35 -0.22
N 2.65 0.42 2.47 0.15
H 0.23 1.63 -1.42 0.08
H 0.15 0.67 -2.90 0.07
H 1.74 0.91 -2.05 0.10
H 0.81 -2.34 -1.82 0.10
H -0.82 -2.25 -1.21 0.08
H -0.37 -1.52 -2.81 0.07
H -1.62 -1.51 1.45 0.09
H 0.07 2.09 1.76 0.12
H -0.35 0.98 3.11 0.13
```

Summary:
HOMO-LUMO gap   0.313 Ha
E_HOMO   -8.9 eV
E_LUMO   -0.32 eV
SMILES   CC(C)=N[C@](O)(C#N)CC#N


Molecular formula: C7H9N3O
Method: DFT, the ωB97M-V functional and the def2-TZVPD basis

The geometry in XYZ format:
```
20
Properties=species:S:1:pos:R:3:lowdin_charge:R:1
C -1.93 0.61 1.10 -0.10
C -2.12 -0.35 0.01 -0.29
C 0.44 -0.66 -0.22 -0.27
C 1.45 -1.43 0.10 -0.03
C 2.77 -0.90 0.29 -0.07
C 1.77 1.16 -0.10 -0.07
C 0.46 0.71 -0.36 -0.27
H -1.53 0.27 2.00 0.06
H -1.18 1.38 0.66 0.03
H -2.80 0.97 1.77 0.12
H -1.12 -1.87 -1.17 0.10
H 1.48 -2.48 0.22 0.11
H 3.57 -1.49 0.54 0.07
H 1.83 2.41 0.07 0.17
H -1.13 1.18 -1.17 0.15
H -0.01 2.43 -0.87 0.07
N -0.86 -1.27 -0.43 0.14
N 3.00 0.50 0.17 0.06
N -0.51 1.71 -0.52 0.07
O -3.43 -0.52 -0.20 -0.05
```

Summary:
HOMO-LUMO gap   0.345 Ha
E_HOMO   -8.9 eV
E_LUMO   0.51 eV
SMILES   CC(=O)Nc1ccncc1N


Molecular formula: C7H9N3O2
Method: DFT, the ωB97M-V functional and the def2-TZVPD basis

The geometry in XYZ format:
```
21
Properties=species:S:1:pos:R:3:lowdin_charge:R:1
C 2.80 0.68 -0.46 -0.06
C 2.46 -0.66 -0.77 -0.05
C 1.89 1.55 0.13 -0.06
C 1.16 -1.04 -0.53 -0.04
C 0.59 1.14 0.35 -0.02
C 0.19 -0.16 -0.01 -0.17
C -1.22 -0.48 -0.21 -0.24
N -1.58 -1.77 -0.34 0.14
N -1.84 0.10 1.80 -0.01
N -2.26 0.53 -0.55 -0.38
O -3.31 0.08 -0.87 0.10
O -1.90 1.72 -0.72 0.04
H 3.83 0.94 -0.55 0.10
H 3.05 -1.39 -1.21 0.09
H 2.27 2.54 0.34 0.10
H 0.74 -1.95 -0.78 0.08
H -0.22 1.72 0.63 0.06
H -2.59 -2.02 -0.55 0.15
H -1.07 -2.44 0.26 0.13
H -1.02 -0.24 2.43 0.05
H -1.97 1.14 1.63 0.00
```

Summary:
HOMO-LUMO gap (alpha / beta)   0.276 / 0.277 Ha
E_HOMO (alpha / beta)   -8.2 / -8.3 eV
E_LUMO (alpha / beta)   -0.74 / -0.75 eV


Molecular formula: C7H9N3O2S2
Method: DFT, the ωB97M-V functional and the def2-TZVPD basis

The geometry in XYZ format:
```
23
Properties=species:S:1:pos:R:3:lowdin_charge:R:1
C 3.07 -0.94 0.37 -0.12
C 3.14 0.28 0.94 -0.08
C 1.94 -1.47 -0.24 -0.02
C 1.96 1.04 0.95 -0.11
C 0.73 -0.79 -0.07 -0.31
C 0.81 0.54 0.44 -0.45
C -2.24 0.64 -0.07 -0.84
N -0.49 -1.29 -0.53 -0.05
N -2.55 0.56 -1.48 0.05
N -3.24 1.33 0.68 0.03
O -2.77 -2.00 0.23 -0.28
O -1.39 -0.85 1.92 -0.27
S -0.64 1.66 0.43 0.97
S -1.80 -1.00 0.58 0.65
H 4.05 -1.45 0.21 0.12
H 4.01 0.58 1.50 0.11
H 2.01 -2.46 -0.81 0.14
H 1.90 1.96 1.37 0.07
H -0.47 -2.19 -0.84 0.08
H -2.50 1.47 -1.94 0.10
H -1.95 -0.21 -1.77 0.06
H -4.02 0.80 0.79 0.04
H -2.87 1.44 1.69 0.11
```

Summary:
HOMO-LUMO gap   0.336 Ha
E_HOMO   -8.5 eV
E_LUMO   0.69 eV
SMILES   NC1(N)Sc2ccccc2NS1(=O)=O


Molecular formula: C7H9N3O3S2
Method: DFT, the ωB97M-V functional and the def2-TZVPD basis

The geometry in XYZ format:
```
24
Properties=species:S:1:pos:R:3:lowdin_charge:R:1
C -2.80 0.13 2.19 -0.30
C -1.49 1.57 0.41 -0.14
C -2.09 0.83 1.31 0.00
C 0.36 1.97 -1.08 -0.61
C -0.04 -0.54 1.89 -0.45
C 2.27 1.78 -2.56 -0.07
C -0.14 -3.46 0.87 -0.16
N -3.57 -0.31 2.94 0.17
N -0.17 1.55 0.16 -0.28
N 1.52 1.41 -1.41 0.01
O -0.24 2.73 -1.75 0.13
O 0.92 -1.49 -0.41 -0.38
O -1.51 -1.49 -0.12 -0.31
S 0.82 0.82 1.37 0.99
S -0.23 -1.76 0.44 0.57
H -2.04 2.20 -0.35 0.18
H -0.18 -0.67 2.94 0.04
H 1.91 2.74 -2.81 0.07
H 3.37 1.92 -2.30 0.11
H 2.37 1.19 -3.41 0.06
H -0.69 -3.97 0.01 0.10
H 0.83 -3.91 0.97 0.05
H -0.80 -3.67 1.83 0.12
H 1.62 0.41 -1.11 0.11
```

Summary:
HOMO-LUMO gap (alpha / beta)   0.276 / 0.254 Ha
E_HOMO (alpha / beta)   -8.7 / -8.7 eV
E_LUMO (alpha / beta)   -1.23 / -1.80 eV


Molecular formula: C7H9N4
Method: DFT, the ωB97M-V functional and the def2-TZVPD basis

The geometry in XYZ format:
```
20
Properties=species:S:1:pos:R:3:lowdin_spin:R:1
C 0.90 -2.71 0.97 0.20
C -0.46 -2.76 1.32 0.24
C 0.53 -0.68 -0.08 0.17
C -0.91 -0.86 0.20 0.13
C -2.93 0.18 -0.19 0.16
C -0.02 1.22 -1.17 0.55
C 2.02 1.23 0.07 0.02
N 1.36 -1.64 0.34 0.10
N -1.35 -1.85 0.98 0.04
N 0.93 0.51 -0.58 0.19
N -1.68 0.20 -0.12 0.12
H 1.53 -3.45 1.44 0.01
H -0.84 -3.46 2.09 0.01
H -3.63 1.13 -0.07 0.01
H -3.50 -0.67 -0.41 0.01
H 0.19 2.31 -1.08 0.03
H -0.70 0.85 -1.86 0.02
H 1.56 2.00 0.61 0.01
H 2.62 0.73 0.71 0.00
H 2.47 1.75 -0.72 0.00
```

Summary:
Net charge   +1
Multiplicity   3
HOMO-LUMO gap (alpha / beta)   0.206 / 0.232 Ha
E_HOMO (alpha / beta)   -10.4 / -14.3 eV
E_LUMO (alpha / beta)   -4.79 / -7.95 eV
<S²>   2.020


Molecular formula: C7H9N5
Method: DFT, the ωB97M-V functional and the def2-TZVPD basis

The geometry in XYZ format:
```
21
Properties=species:S:1:pos:R:3:lowdin_charge:R:1
C 2.48 0.57 0.89 -0.08
C 2.19 0.06 -0.52 -0.22
C -0.19 -0.91 -0.18 -0.25
C -2.19 -1.88 0.09 -0.12
C -2.18 0.51 0.13 -0.36
C -0.40 1.71 -0.22 -0.15
C -0.80 0.40 0.03 -0.11
H 3.35 1.26 0.98 0.09
H 1.63 1.20 1.13 0.04
H 2.54 -0.36 1.50 0.09
H 1.88 0.74 -1.31 0.10
H 3.02 -0.45 -1.02 0.11
H 1.40 -1.96 -0.63 0.10
H -2.83 -2.66 0.21 0.10
H -3.83 -0.91 0.18 0.21
H 0.48 2.21 -0.55 0.09
N 1.13 -1.04 -0.52 0.07
N -0.86 -2.05 -0.04 0.13
N -2.77 -0.70 0.21 0.13
N -2.56 1.73 -0.11 0.02
N -1.48 2.52 -0.23 0.00
```

Summary:
HOMO-LUMO gap   0.320 Ha
E_HOMO   -8.4 eV
E_LUMO   0.33 eV
SMILES   CCNc1nc[nH]c2nncc1-2


Molecular formula: C7H9N8RuSTe4
Method: DFT, the ωB97M-V functional and the def2-TZVPD basis

The geometry in XYZ format:
```
30
Properties=species:S:1:pos:R:3:lowdin_spin:R:1
Ru 0.11 -0.12 0.25 2.30
Te 2.73 -0.13 -0.10 0.34
Te 3.85 2.25 0.31 0.47
Te 1.85 3.64 1.23 0.30
Te -0.20 2.42 -0.03 0.21
N -3.76 -1.82 -1.36 0.01
C -2.92 -1.20 -0.53 0.02
N -3.01 -1.42 0.76 0.01
S -1.80 -0.09 -1.24 0.07
H -4.53 -2.37 -1.03 0.00
H -3.70 -1.64 -2.35 0.00
H -3.71 -2.04 1.14 0.00
H -2.43 -0.90 1.42 0.00
N 1.35 -2.09 5.64 0.02
C 0.85 -1.24 5.06 0.00
N 0.29 -0.22 4.41 0.05
C -0.17 -0.30 3.26 0.06
N -0.63 -0.32 2.16 0.12
N 0.74 -5.25 1.98 0.00
C 0.68 -4.46 0.89 0.00
C 0.53 -3.07 1.02 0.01
N 0.44 -2.29 -0.04 0.02
C 0.51 -2.86 -1.26 0.00
C 0.65 -4.23 -1.36 0.00
N 0.73 -5.03 -0.31 0.00
H 0.92 -4.86 2.89 0.00
H 0.98 -6.22 1.84 0.00
H 0.48 -2.59 1.99 0.00
H 0.45 -2.21 -2.12 0.00
H 0.71 -4.68 -2.34 0.00
```

Summary:
Net charge   +1
Multiplicity   5
HOMO-LUMO gap (alpha / beta)   0.243 / 0.197 Ha
E_HOMO (alpha / beta)   -10.8 / -11.2 eV
E_LUMO (alpha / beta)   -4.23 / -5.88 eV
<S²>   6.044


Molecular formula: C7H9NO
Method: DFT, the ωB97M-V functional and the def2-TZVPD basis

The geometry in XYZ format:
```
18
Properties=species:S:1:pos:R:3:lowdin_charge:R:1
C 2.32 -0.58 0.07 -0.06
C 1.10 -1.10 0.45 -0.05
C 1.19 1.64 -0.59 -0.50
C 2.20 0.67 -0.40 -0.04
C 0.11 -0.20 0.24 -0.26
C -2.44 -0.27 -0.23 -0.11
C -1.29 -0.71 0.67 -0.18
N 0.03 1.04 -0.22 0.19
O 1.28 2.78 -1.01 0.06
H 3.27 -1.10 0.11 0.11
H 0.91 -2.07 0.86 0.11
H 3.16 1.10 -0.73 0.12
H -2.75 0.75 -0.04 0.07
H -3.31 -0.90 -0.04 0.07
H -2.18 -0.37 -1.28 0.08
H -1.26 -1.80 0.70 0.10
H -1.47 -0.37 1.69 0.12
H -0.87 1.50 -0.28 0.15
```

Summary:
HOMO-LUMO gap   0.330 Ha
E_HOMO   -8.3 eV
E_LUMO   0.68 eV
SMILES   CCc1cccc(=O)[nH]1


Molecular formula: C7H9NO2
Method: DFT, the ωB97M-V functional and the def2-TZVPD basis

The geometry in XYZ format:
```
19
Properties=species:S:1:pos:R:3:lowdin_charge:R:1
C -0.79 -1.66 0.17 -0.38
C -1.57 -0.96 1.27 -0.07
C -1.21 0.54 1.11 -0.12
C 0.22 0.49 0.53 -0.24
C 0.73 1.46 -0.58 -0.12
C 1.66 0.57 -1.38 -0.07
C 1.02 -0.82 -1.25 -0.44
H -2.62 -1.24 1.21 0.13
H -1.15 -1.23 2.24 0.12
H -1.97 1.03 0.44 0.13
H -1.27 1.17 2.01 0.11
H 0.94 0.41 1.33 0.15
H 1.17 2.35 -0.06 0.13
H -0.08 1.84 -1.22 0.12
H 1.89 0.86 -2.43 0.14
H 2.63 0.51 -0.94 0.11
N 0.16 -0.74 -0.23 0.04
O -0.97 -2.76 -0.33 0.11
O 1.19 -1.81 -1.88 0.14
```

Summary:
HOMO-LUMO gap   0.377 Ha
E_HOMO   -9.5 eV
E_LUMO   0.77 eV
SMILES   O=C1CCC2CCC(=O)N12


Molecular formula: C7H9NO3
Method: DFT, the ωB97M-V functional and the def2-TZVPD basis

The geometry in XYZ format:
```
20
Properties=species:S:1:pos:R:3:lowdin_charge:R:1
C -1.99 -0.53 -0.14 0.05
C -1.02 -1.63 -0.29 -0.36
C -1.82 2.05 0.21 -0.35
C -2.24 0.75 0.21 -0.21
C 0.42 -1.17 -0.64 -0.10
C 1.15 -0.30 1.31 -0.07
C 1.71 0.88 -0.69 -0.14
N 0.80 0.14 -0.02 -0.27
O -3.09 1.67 -0.01 0.26
O -1.45 -2.70 0.15 0.07
O -1.15 3.00 0.00 0.19
H -2.94 -1.07 -0.26 0.13
H 1.20 -1.86 -0.18 0.13
H 0.42 -1.18 -1.78 0.15
H 1.91 -1.03 1.28 0.07
H 1.51 0.57 1.70 0.06
H 0.32 -0.74 1.87 0.11
H 2.41 1.39 -0.03 0.09
H 2.40 0.18 -1.27 0.11
H 1.44 1.57 -1.42 0.07
```

Summary:
HOMO-LUMO gap   0.318 Ha
E_HOMO   -9.1 eV
E_LUMO   -0.43 eV
SMILES   CN(C)CC(=O)/C=C1/OC1=O


Molecular formula: C7H9NO3S
Method: DFT, the ωB97M-V functional and the def2-TZVPD basis

The geometry in XYZ format:
```
21
Properties=species:S:1:pos:R:3:lowdin_charge:R:1
C -0.97 -1.11 1.02 -0.01
C -2.15 -0.49 1.01 -0.12
C 1.30 1.02 -0.26 -0.56
C -1.58 -1.11 -1.28 -0.11
C -0.32 -0.92 -0.41 -0.30
C -2.47 -0.12 -0.40 -0.32
C 3.51 0.51 0.42 -0.07
N 0.03 0.47 -0.49 -0.16
O 1.47 2.21 -0.30 0.10
O -1.52 2.18 0.58 -0.46
O 2.20 0.12 0.12 -0.02
S -1.38 1.47 -0.66 1.01
H -0.26 -1.14 1.82 0.10
H -2.94 -0.33 1.80 0.14
H -1.46 -0.80 -2.24 0.07
H -2.01 -2.09 -1.20 0.11
H 0.38 -1.72 -0.70 0.16
H -3.55 0.25 -0.61 0.14
H 4.17 -0.36 0.22 0.09
H 3.71 0.51 1.55 0.11
H 3.84 1.46 -0.02 0.10
```

Summary:
HOMO-LUMO gap   0.357 Ha
E_HOMO   -9.1 eV
E_LUMO   0.66 eV


Respective energy values: -511.53689 -511.43950 -586.67153 -1383.22277 -1458.29866 -490.69805 -545.86092 -2275.16467 -402.09924 -477.39190 -552.40911 -950.71069 a.u..